# 1
Entry from the Open Molecules 2025 dataset: one molecule with the formula C18H20ClFN4O2 (the ωB97M-V functional and the def2-TZVPD basis).

Element x y z (Å)
Cl -2.9174 2.8296 -2.3032
F -0.8384 2.8900 -6.8872
O 4.5929 -0.5979 5.7373
O -0.7798 -3.1747 1.7090
N 2.3201 -0.8149 5.8428
N -0.1099 -1.8669 3.4535
N -1.4770 -0.9584 -2.0323
N 1.1801 -1.1220 5.1808
C -1.2834 2.1600 -5.8405
C -1.7042 -1.7712 -0.8206
C 4.5515 -0.2072 7.1093
C -1.1777 0.7855 -5.9200
C 3.4633 -1.3016 3.7920
C -1.6294 0.0313 -4.8563
C -1.8157 2.8235 -4.7498
C -1.9030 4.3209 -4.7097
C -2.6233 -0.2713 -2.5936
C 2.3223 -1.6225 3.1706
C -0.2530 -0.9071 1.1880
C -0.3567 -1.2724 -0.2732
C -2.2580 2.0122 -3.6998
C 3.4099 -0.8912 5.1718
C -2.1847 0.6248 -3.7247
C -0.3635 -2.1125 2.1115
C -0.4975 -0.1325 -1.3000
C 1.0535 -1.5451 3.8859
H -2.9373 4.6423 -4.5832
H -1.0624 -0.2252 1.4707
H 0.3788 0.1701 -1.8751
H -3.1629 0.3033 -1.8297
H -1.3381 4.7168 -3.8650
H 0.4408 -1.9591 -0.5588
H 0.3427 -1.0779 5.7386
H -0.9592 0.7581 -0.8475
H -0.7476 0.3345 -6.8034
H 2.3087 -1.9740 2.1483
H 5.5821 -0.0139 7.3892
H 4.4281 -1.3563 3.3069
H -1.5116 4.7537 -5.6257
H -1.5458 -1.0477 -4.8798
H 0.6734 -0.3623 1.3968
H 4.1312 -1.0044 7.7220
H -2.5409 -1.3918 -0.2149
H -3.3133 -1.0258 -2.9815
H 3.9460 0.6904 7.2341
H -1.8334 -2.8391 -0.9835

Cartesian forces (eV/Å) of the 2 atoms listed first:
Cl 0.0 0.0 0.0
F 0.0 0.0 0.0

Calculated values
- E_LUMO: -0.08 eV
- SMILES: COc1cc/c(=N\C(=O)CC2CN(Cc3ccc(F)c(C)c3Cl)C2)[nH]n1
- HOMO energy: -0.315 Eh
- Charge: 0
- Kohn-Sham gap: 8.48 eV
- M: 378.83 g mol⁻¹



# 2
Entry from the Open Molecules 2025 dataset: CH6CuNO7P3 as an isolated structure (the ωB97M-V functional and the def2-TZVPD basis).

Element x y z (Å)
Cu -3.7131 1.9154 -2.2418
P 0.2348 0.8305 -0.3762
P -1.8890 0.5411 0.1354
P 2.8628 -0.2834 -0.4928
O -2.1109 -0.5220 1.0898
O 0.6233 -1.5954 1.4406
O -2.3929 1.9253 0.7961
O 0.1994 -2.8366 -0.2946
O -2.8922 0.3835 -1.1774
O 2.9627 1.3829 -0.6279
O 3.3458 -0.5892 1.0164
N 1.0464 -0.6569 -0.6539
C 0.6262 -1.7094 0.2819
H 0.8105 1.3641 0.8159
H -0.6251 -3.0935 0.1527
H 2.7978 -0.1700 1.7069
H -2.7976 -0.4941 -1.5964
H 2.7284 1.5777 -1.5553
H -1.8174 2.0297 1.5803

Cartesian forces (eV/Å) of the 2 atoms listed first:
Cu -0.2 0.1 0.0
P 1.1 -1.0 -0.8

Calculated values
- Expectation value of S²: 0.76
- E_LUMO (spin up / spin down): -9.16 / -11.97 eV
- HOMO energy (spin up / spin down): -0.626 / -0.613 Eh
- Charge: +2
- 2S+1: 2
- Kohn-Sham gap (spin up / spin down): 7.88 / 4.71 eV
- M: 300.53 g mol⁻¹



# 3
Entry from the Open Molecules 2025 dataset: one molecule with the formula C4H4O2 (the ωB97M-V functional and the def2-TZVPD basis).

Element x y z (Å)
O 2.6051 -0.7026 -0.1474
O 1.2225 2.0943 0.3843
C 1.4324 -0.6919 -0.0215
C 0.3577 1.5044 -0.2136
C 0.1984 -0.8994 0.7236
C 0.1641 0.0162 -0.5192
H -0.3126 -0.3728 -1.3941
H -0.2943 2.1747 -0.7525
H 0.1528 -0.3008 1.5301
H -0.3382 -1.8186 0.5440

Cartesian forces (eV/Å) of the 2 atoms listed first:
O 0.4 -0.5 0.0
O 0.3 -1.4 0.9

Calculated values
- E_LUMO: 0.53 eV
- SMILES: O=C[C@@H]1CC1=O
- HOMO energy: -0.341 Eh
- Charge: 0
- Kohn-Sham gap: 9.81 eV
- M: 84.07 g mol⁻¹



# 4
Entry from the Open Molecules 2025 dataset: an isolated ion of composition C8H6NO2 and charge -1 (the ωB97M-V functional and the def2-TZVPD basis).

Element x y z (Å)
O -0.3139 3.4738 0.5619
O -1.5182 -0.1834 2.2103
N 1.3167 -2.1297 -0.5969
C 0.6030 -0.0409 -0.1525
C -0.3775 2.2380 0.3998
C -1.6809 0.6526 1.3869
C -0.3902 -0.7537 -0.8917
C 0.6396 1.3288 0.2712
C 1.6433 -0.9351 0.0017
C 0.0710 -2.0138 -1.1344
C -1.7679 1.5779 0.5074
H 1.8861 -2.9575 -0.5860
H 1.6453 1.7376 0.3601
H -1.3414 -0.3679 -1.2060
H -2.6273 2.0163 0.0494
H 2.5945 -0.8107 0.4845
H -0.3822 -2.8322 -1.6655

Cartesian forces (eV/Å) of the 2 atoms listed first:
O -0.1 0.3 -0.1
O -0.4 0.7 -0.8

Calculated values
- E_LUMO: 3.56 eV
- HOMO energy: -0.081 Eh
- Charge: -1
- Kohn-Sham gap: 5.76 eV
- M: 148.14 g mol⁻¹



It is found that the DFT total energy values, taken in the order of the records, are -44284.3756, -89444.8917, -8304.7971, -13977.4911 eV.
It is found that the energy above the lowest of the compared OMol25 structures with the same formula, charge and spin values, taken in the order of the records, are 6.68, 0.00, 52.58, 0.00 kcal/mol.